(1)
The following is a quantum chemistry calculation of a cluster of 2 separate species, C9H16NO in total, from the OMol25 dataset.

Last column: Mulliken charge in e.
Geometry (Å):
C: -1.975376 -0.248828 -3.599084  -1.58
C: -0.066901 1.403740 -0.809250  -0.50
C: 1.084065 0.716414 -0.913010  0.40
C: -1.078870 1.069914 -1.751690  -0.06
C: -0.903255 0.232522 -2.749251  0.43
C: 1.498364 0.010958 -2.070593  -1.01
C: 0.430416 -0.356787 -2.885989  -0.39
O: 1.827456 0.961430 0.298948  -0.52
H: -0.187075 2.126315 -0.024573  0.59
H: -2.059152 1.585301 -1.721566  0.33
H: 2.437778 -0.519561 -2.192655  0.32
H: 2.635780 0.405021 0.251556  0.29
H: -1.919862 0.092254 -4.638032  0.32
H: -2.940014 -0.044278 -3.345496  0.47
H: 0.648553 -1.046243 -3.587758  0.52
H: -2.089005 -1.373108 -3.478853  0.32
C: 0.915805 -0.167918 2.925269  -0.21
C: 0.347380 -0.761123 4.239584  -1.20
N: -0.253088 -0.280843 1.871444  -0.23
H: 1.002875 0.955654 2.883264  0.35
H: 1.856807 -0.565789 2.549817  0.32
H: 0.961128 -1.690291 4.671656  0.32
H: -0.625330 -1.356876 4.383479  0.39
H: -0.592059 -1.306944 1.744498  0.43
H: -1.135440 0.236278 2.034656  0.41
H: 0.176440 -0.010362 1.034935  0.09
H: 0.002572 -0.066844 4.878694  0.40

Cartesian forces (eV/Å) of the 6 atoms listed first:
0.4761 -2.6045 -1.7120
-2.1411 -0.7167 -1.6247
2.2745 1.2346 1.1883
-1.2378 3.5335 2.3808
3.2940 -2.9023 -1.1455
-1.8234 -0.9982 1.1807

Results
total charge	+1
E_tot	-13121.2038	eV
Kohn-Sham gap	0.322	Ha
spin multiplicity	1
energy above the lowest of the compared OMol25 structures with the same formula, charge and spin	61.2	kcal per mole
HOMO level	-11.99	eV


(2)
The following is a quantum chemistry calculation of a structure of composition C22H27CaO6Te, from the OMol25 dataset.

Last column: Mulliken charge in e.
Geometry (Å):
Ca: 0.122615 0.482393 0.000522  1.57
C: 0.260195 2.044726 3.970333  -1.63
C: -0.545106 1.459532 2.832765  1.23
O: -0.359449 1.963834 1.712219  -0.86
C: -1.478346 0.382193 3.095207  0.62
C: -1.785515 0.049804 4.433290  -0.66
C: -2.726603 -0.883672 4.772520  -0.85
C: -3.421291 -1.544037 3.739746  -0.33
C: -3.137474 -1.276914 2.432087  -0.78
C: -2.125753 -0.342471 2.036636  0.48
O: -1.845368 -0.233296 0.792220  -0.70
H: 0.862078 2.856438 3.570796  0.33
H: 0.922276 1.267092 4.354660  0.38
H: -0.366216 2.418589 4.780583  0.45
H: -1.258739 0.556016 5.231234  0.24
H: -2.933321 -1.105756 5.810991  0.37
H: -4.181402 -2.278791 3.982003  0.38
H: -3.646327 -1.792156 1.625396  0.39
C: -2.779221 -4.254610 -1.020320  -1.71
C: -1.982502 -3.108158 -1.584472  0.68
C: -0.599980 -3.201178 -1.709626  -1.02
C: 0.157219 -2.156911 -2.223553  1.47
C: 1.654176 -2.282551 -2.353633  -1.45
C: -0.489678 -0.974562 -2.607576  -0.27
C: -1.874731 -0.859866 -2.482977  1.35
C: -2.579556 0.427184 -2.829099  -1.84
C: -2.601835 -1.935908 -1.986658  -0.48
C: 0.344896 0.215846 -3.055811  0.12
O: 0.826190 0.243611 -4.181532  -0.70
O: 0.485348 1.104388 -2.133084  -0.68
H: -2.248910 -4.723756 -0.190630  0.38
H: -2.957020 -5.021087 -1.778919  0.36
H: -3.748523 -3.914804 -0.654856  0.34
H: -0.097531 -4.108190 -1.387504  0.30
H: 1.986983 -3.272160 -2.042330  0.39
H: 2.162563 -1.544846 -1.728016  0.08
H: 1.964265 -2.102693 -3.383416  0.37
H: -2.025814 1.001492 -3.570824  0.38
H: -2.691804 1.048159 -1.936166  0.25
H: -3.579275 0.227670 -3.216923  0.49
H: -3.677330 -1.835427 -1.875291  0.32
C: 4.104404 -0.065921 -0.082440  -0.32
O: 3.597812 -0.286505 1.217485  -0.28
C: 2.200971 -0.268098 1.313087  -0.20
O: 1.792592 -0.397929 2.456676  -0.53
H: 4.274792 -1.013364 -0.604419  0.23
H: 5.057156 0.456425 0.012921  0.28
H: 3.418684 0.545835 -0.675832  -0.04
C: 2.781592 3.333123 -2.677523  -0.89
Te: 1.856582 3.716331 -0.793207  0.40
C: 3.354268 5.126401 -0.195897  -1.08
H: 3.809762 3.012843 -2.517075  0.30
H: 2.755676 4.220861 -3.304859  0.38
H: 2.202870 2.527491 -3.126237  0.09
H: 3.424953 5.917074 -0.939365  0.29
H: 4.313226 4.626331 -0.081615  0.32
H: 3.050477 5.553936 0.758307  0.30

Cartesian forces (eV/Å) of the 6 atoms listed first:
0.1971 -0.0893 0.2785
-0.0186 -0.0102 -0.0066
0.2284 0.3450 0.0331
-0.0323 -0.2325 0.0513
-0.2043 -0.1949 -0.0345
0.0894 0.0933 -0.0172

Results
total charge	-1
E_tot	-61274.1843	eV
Kohn-Sham gap	0.247	Ha
spin multiplicity	1
energy above the lowest of the compared OMol25 structures with the same formula, charge and spin	0.0	kcal per mole
HOMO level	-4.44	eV


(3)
The following is a quantum chemistry calculation of a structure of composition C41H43AsN8O7PbS2, from the OMol25 dataset.

Last column: Mulliken charge in e.
Geometry (Å):
Pb: 0.157782 0.613141 0.200738  1.86
C: -4.220649 0.963691 -0.607485  -0.60
C: -3.528304 0.991268 -1.990753  -0.93
N: -2.129681 0.610036 -1.880942  1.05
C: -1.636320 -0.300091 -2.891906  -0.52
C: -2.213783 -1.705990 -2.720664  -1.21
S: -1.912139 -2.342863 -1.035084  0.50
C: -3.596000 -2.625956 -0.342179  -0.80
C: -4.555124 -1.449212 -0.438838  -0.56
N: -4.006217 -0.246525 0.154275  0.13
H: -3.830699 1.777335 0.002656  0.00
H: -5.302304 1.102048 -0.742086  0.46
H: -4.050707 0.295441 -2.657134  0.40
H: -3.638421 1.993241 -2.429094  0.42
H: -1.565506 1.459377 -1.883611  -0.27
H: -1.863822 0.044366 -3.919473  0.40
H: -0.547984 -0.348946 -2.790728  -0.05
H: -3.289204 -1.744286 -2.885684  0.40
H: -1.730971 -2.398420 -3.410729  0.56
H: -4.014381 -3.517317 -0.815890  0.58
H: -3.394476 -2.831222 0.708769  0.07
H: -4.852334 -1.300695 -1.488206  0.21
H: -5.477125 -1.720682 0.104922  0.47
H: -3.000364 -0.352679 0.281029  -0.61
O: -2.637820 -0.812736 7.084441  -0.76
N: -2.434245 0.365640 6.720367  0.99
O: -2.616302 1.299766 7.532992  -0.79
C: -2.028948 0.662205 5.441804  -0.85
C: -1.916042 2.024487 5.114865  -0.65
C: -1.618184 2.486295 3.864376  -0.21
C: -1.766400 3.847544 3.515935  -0.86
C: -1.869963 4.200089 2.203260  -1.67
C: -1.825892 3.173039 1.223656  -0.19
N: -1.545950 1.938654 1.464871  0.47
C: -1.190879 1.548388 2.791615  1.61
C: -1.483536 0.114428 3.092292  -0.67
N: -1.292256 -0.728875 2.089264  0.80
C: -1.356888 -2.034670 2.293636  -0.66
C: -1.640788 -2.569543 3.537309  -1.56
C: -1.894823 -1.704644 4.588418  -0.43
C: -1.817290 -0.321138 4.400760  0.48
H: -2.153347 2.729028 5.900568  0.53
H: -1.891164 4.578105 4.307378  0.40
H: -2.020197 5.224172 1.891316  0.43
H: -2.021602 3.425042 0.188755  0.69
H: -1.130065 -2.657390 1.438453  0.54
H: -1.651744 -3.641666 3.692452  0.48
H: -2.125195 -2.087653 5.569302  0.58
N: 3.695602 0.304640 -0.074736  -0.54
N: 3.788424 0.585408 -1.471959  -0.05
C: 2.631919 0.656345 -2.306213  0.36
O: 2.807450 1.206737 -3.393361  -0.90
O: 1.606542 0.047503 -1.898566  -0.16
H: 3.316566 1.130626 0.410807  0.43
H: 2.980475 -0.421934 0.011910  -0.13
H: 4.425233 1.355176 -1.635003  0.30
O: 1.121270 -2.297970 0.264336  0.98
As: 2.174622 -3.436630 0.624311  -0.22
C: 3.676151 -3.524261 -0.614658  0.55
C: 3.654989 -2.621206 -1.667531  -0.24
C: 4.689493 -2.608119 -2.587972  -0.68
C: 5.730551 -3.513812 -2.467512  -0.49
C: 5.738782 -4.433360 -1.430429  -0.71
C: 4.716052 -4.435571 -0.498760  -0.27
C: 2.856240 -3.285247 2.451607  0.44
C: 3.660133 -4.232134 3.069747  -0.23
C: 4.049761 -4.058713 4.386283  -0.71
C: 3.638245 -2.937261 5.088129  -0.43
C: 2.849935 -1.980290 4.470894  -0.89
C: 2.459165 -2.155315 3.154427  0.12
C: 1.331927 -5.216173 0.467261  0.44
C: 1.941872 -6.424229 0.776549  -0.27
C: 1.251405 -7.614641 0.619653  -0.74
C: -0.053929 -7.609545 0.156658  -0.41
C: -0.662987 -6.409092 -0.170868  -0.79
C: 0.030283 -5.220398 -0.018021  0.04
H: 2.826900 -1.921988 -1.748299  0.30
H: 4.682130 -1.880128 -3.384850  0.47
H: 6.543660 -3.509565 -3.181444  0.36
H: 6.546046 -5.150506 -1.343014  0.39
H: 4.739484 -5.144146 0.319314  0.05
H: 3.990741 -5.111592 2.533281  0.02
H: 4.674522 -4.804832 4.863244  0.40
H: 3.935529 -2.815490 6.119810  0.36
H: 2.534389 -1.097828 5.006086  0.51
H: 1.835478 -1.418430 2.658606  0.28
H: 2.962538 -6.448296 1.134071  0.01
H: 1.735514 -8.550664 0.870047  0.40
H: -0.589933 -8.542889 0.046438  0.37
H: -1.678174 -6.395841 -0.542069  0.46
H: -0.427442 -4.269052 -0.270229  0.09
S: 0.727060 1.493664 2.647010  -0.43
O: 2.713711 3.061435 0.309525  -0.70
C: 1.824239 3.504996 -0.384623  -0.11
C: 1.882888 4.909724 -1.013912  -0.72
C: 0.616056 4.979221 -1.837088  -0.81
C: -0.063382 3.625142 -1.557236  0.09
O: -1.143297 3.329553 -2.050165  -0.74
N: 0.666145 2.886101 -0.711937  0.28
H: 2.795188 4.996175 -1.603835  0.33
H: 1.919099 5.640870 -0.204017  0.28
H: 0.800631 5.071182 -2.908694  0.30
H: -0.062981 5.779152 -1.530871  0.33

Cartesian forces (eV/Å) of the 6 atoms listed first:
0.0377 -0.7822 -0.6388
0.0051 0.0620 -0.2497
-0.2045 -0.0698 0.2741
0.0126 0.2907 -0.0825
-0.0728 -0.0949 0.0092
0.1140 -0.1605 0.3682

Results
total charge	-2
E_tot	-157225.5659	eV
Kohn-Sham gap	0.197	Ha
spin multiplicity	1
HOMO level	-1.62	eV


(4)
The following is a quantum chemistry calculation of an isolated molecule of C2H5FN2O, from the OMol25 dataset.

Last column: Mulliken charge in e.
Geometry (Å):
C: -0.592694 -0.812665 0.152997  0.56
C: -0.632092 0.152052 1.154261  -0.41
H: 2.016670 0.248764 -0.984788  0.22
H: 0.710247 1.523970 -1.586236  0.29
H: 0.405090 -1.369634 -1.287074  0.29
H: -0.650210 1.110988 0.564654  0.28
H: 0.250580 0.428235 1.650758  0.39
N: 1.154893 0.719176 -0.928141  -0.48
N: 0.110636 -0.391273 -0.990619  -0.24
O: -1.108966 -1.919897 0.149220  -0.60
F: -1.664154 0.310284 2.104969  -0.29

Cartesian forces (eV/Å) of the 6 atoms listed first:
-0.3501 -2.8950 -1.6192
-1.7069 6.0454 1.9212
1.3459 0.3430 -1.0186
2.5925 -2.9334 1.6103
0.2531 1.9991 -0.7316
-0.5729 -0.5438 0.3505

Results
total charge	0
E_tot	-9897.5426	eV
Kohn-Sham gap	0.384	Ha
spin multiplicity	1
energy above the lowest of the compared OMol25 structures with the same formula, charge and spin	52.1	kcal per mole
SMILES	NNC(=O)CF
HOMO level	-9.89	eV


(5)
The following is a quantum chemistry calculation of a structure of composition C52H46BCl3IN8OP2SiW, from the OMol25 dataset.

Last column: Löwdin spin population.
Geometry (Å):
W: 0.564309 0.304661 0.642738  2.51
C: -3.462491 1.954661 -0.130662  0.01
C: -2.481391 0.968661 -0.201862  0.02
N: -1.490691 1.241361 0.640438  0.02
N: -1.819291 2.400261 1.279838  0.00
C: -3.009591 2.841061 0.818738  0.02
B: -1.145091 2.752161 2.591238  0.00
N: 0.319109 3.566461 2.235038  0.00
C: 0.494109 4.977661 2.637638  0.00
C: 1.929209 5.046361 3.039338  0.00
C: 2.483709 3.848061 2.927038  0.00
N: 1.564609 2.880061 2.444538  0.01
N: -0.750891 1.462861 3.281638  0.00
C: -1.209891 1.022061 4.473438  0.01
C: -0.476691 -0.082439 4.836238  0.00
C: 0.428309 -0.267539 3.793538  0.02
N: 0.225509 0.632461 2.836738  0.03
N: -1.867491 3.678461 3.492938  0.00
C: -1.541391 3.953261 4.800838  0.00
C: -2.231991 5.067861 5.183338  0.00
C: -2.963591 5.439561 4.038138  0.00
N: -2.728091 4.620761 3.042638  0.00
H: -4.363291 2.021261 -0.699862  0.00
H: -2.473991 0.069261 -0.790862  0.00
H: -3.443191 3.733261 1.224838  0.00
H: -0.163991 5.234761 3.466738  0.00
H: 2.377009 5.951861 3.393538  0.00
H: 3.477409 3.514861 3.145138  0.00
H: -2.030591 1.493061 4.974138  0.00
H: -0.594291 -0.672539 5.718338  0.00
H: 1.226609 -0.975639 3.724738  0.00
H: -0.836091 3.359861 5.346838  0.00
H: -2.213691 5.549561 6.138238  0.00
H: -3.635491 6.264661 3.919038  0.00
C: -1.043791 -4.512639 -4.183762  0.00
C: 0.408209 -4.032739 -3.990262  0.00
C: 1.330709 -4.782239 -4.956562  0.00
C: 0.782409 -4.294139 -2.543162  0.00
C: 1.257809 -5.518239 -2.088162  0.00
C: 1.451409 -5.759339 -0.738362  0.00
C: 1.153809 -4.793439 0.206538  0.00
C: 0.704109 -3.548439 -0.219062  0.00
P: 0.131009 -2.203439 0.877738  0.05
C: -1.678891 -2.435639 0.942738  0.01
C: -2.407191 -1.508239 1.688538  0.01
C: -3.778891 -1.621239 1.805838  0.00
C: -4.436391 -2.673839 1.186438  0.00
C: -3.717991 -3.610139 0.462938  0.00
C: -2.342791 -3.496239 0.334138  0.00
C: 0.724009 -2.882739 2.460638  0.01
C: 2.105909 -3.005439 2.615938  0.00
C: 2.624909 -3.457639 3.814338  0.00
C: 1.775309 -3.797039 4.859438  0.00
C: 0.404809 -3.707339 4.691438  0.00
C: -0.125891 -3.250939 3.496938  0.00
C: 0.543909 -3.315739 -1.583562  0.00
O: 0.127909 -2.046639 -1.870062  0.02
C: 0.297509 -1.648439 -3.171062  0.00
C: 0.357809 -0.273539 -3.349262  0.01
C: 0.480909 0.252361 -4.631862  0.00
C: 0.552009 -0.609939 -5.707262  0.00
C: 0.551009 -1.982239 -5.507462  0.00
C: 0.434409 -2.534939 -4.238462  0.00
P: 0.505409 0.825761 -1.892862  0.05
C: 2.128409 1.487061 -2.431562  0.01
C: 3.109209 0.498861 -2.561262  0.01
C: 4.380509 0.824961 -2.983662  0.00
C: 4.689109 2.146161 -3.265062  0.00
C: 3.716009 3.123661 -3.161062  0.00
C: 2.429209 2.801161 -2.756562  0.00
C: -0.779491 2.057961 -2.323862  0.00
C: -0.744091 3.365361 -1.843562  0.00
C: -1.719191 4.277861 -2.208462  0.00
C: -2.760291 3.888061 -3.034362  0.00
C: -2.832891 2.577861 -3.476862  0.00
C: -1.855191 1.667261 -3.123262  0.00
H: -1.116591 -5.578439 -3.985762  0.00
H: -1.360191 -4.325039 -5.205962  0.00
H: -1.717491 -3.985739 -3.509862  0.00
H: 1.260209 -5.853239 -4.798862  0.00
H: 2.365709 -4.475039 -4.827762  0.00
H: 1.040609 -4.603939 -5.986262  0.00
H: 1.474109 -6.307139 -2.788662  0.00
H: 1.819609 -6.720739 -0.419362  0.00
H: 1.267109 -5.015539 1.254938  0.00
H: -1.884591 -0.704739 2.192438  0.00
H: -4.339891 -0.897539 2.376138  0.00
H: -5.506791 -2.763139 1.274538  0.00
H: -4.232691 -4.440539 0.004538  0.00
H: -1.790291 -4.236339 -0.225762  0.00
H: 2.760509 -2.747139 1.795338  0.00
H: 3.691609 -3.544839 3.936838  0.00
H: 2.184509 -4.136539 5.798038  0.00
H: -0.257691 -3.990939 5.494638  0.00
H: -1.194891 -3.169439 3.375838  0.00
H: 0.526009 1.321061 -4.780362  0.00
H: 0.632909 -0.215239 -6.708262  0.00
H: 0.645109 -2.625139 -6.366862  0.00
H: 2.861309 -0.533939 -2.346362  0.00
H: 5.127309 0.052961 -3.104862  0.00
H: 5.685209 2.406661 -3.584262  0.00
H: 3.957109 4.143861 -3.412162  0.00
H: 1.680309 3.575861 -2.712462  0.00
H: 0.059009 3.692961 -1.199462  0.00
H: -1.667391 5.296961 -1.853462  0.00
H: -3.512091 4.601261 -3.332462  0.00
H: -3.649791 2.263861 -4.108462  0.00
H: -1.924591 0.650361 -3.480962  0.00
Cl: 3.566309 0.104861 2.894538  0.01
Si: 3.030409 0.080461 0.888038  0.08
Cl: 3.756209 1.992961 0.267038  0.01
Cl: 4.284309 -1.312839 0.047838  0.01
I: -0.091691 6.347061 1.056038  0.00
C: 1.115609 3.135761 1.121338  0.00
H: 0.745509 2.261061 0.546538  0.01
H: 1.618509 3.910461 0.546738  0.00

Cartesian forces (eV/Å) of the 6 atoms listed first:
-1.5594 -1.2323 0.4956
0.1919 -0.1258 0.0735
-0.3395 0.3167 0.1425
0.4232 -0.2963 -0.0293
-0.3242 0.4785 -0.0582
0.0380 -0.2995 -0.2758

Results
total charge	+2
E_tot	-143255.5921	eV
Kohn-Sham gap (spin up / spin down)	0.267 / 0.255	Ha
spin multiplicity	4
energy above the lowest of the compared OMol25 structures with the same formula, charge and spin	17.0	kcal per mole
HOMO level (spin up / spin down)	-13.04 / -13.04	eV